Record 1
8
Properties=species:S:1:pos:R:3 method="wB97M-V/def2-TZVPD" e_lumo_ev="-5.704 / -5.658" homo_lumo_gap_ev="5.4 / 4.3" e_above_lowest_kcal_mol=147.43 total_charge=+1 mol_weight_da=272.36 homo_ev="-11.1 / -9.9" e_tot_ha=-432.0672
C -1.27931 -0.26152 0.69274
F -0.85790 -0.57582 1.90966
H -2.20620 -0.76928 0.44463
C 0.69094 -0.88944 -1.03988
O 1.33972 0.07034 -0.80308
Li -0.25468 1.56466 1.20244
Tl 2.36164 2.30769 -0.59379
H 0.20579 -1.44662 -1.81272


Record 2
137
Properties=species:S:1:pos:R:3 method="wB97M-V/def2-TZVPD" e_lumo_ev=-2.349 homo_lumo_gap_ev=8.2 total_charge=+1 mol_weight_da=784.08 homo_ev=-10.5 e_tot_ha=-2647.1600
C -0.18819 1.03730 6.08997
O -1.55712 1.13516 5.73884
C -1.90186 2.35046 5.11304
C -1.48379 2.40376 3.63530
C -2.48604 3.22664 2.81801
C -2.11058 3.57545 1.35630
C -0.68810 3.26038 0.87489
C -0.33074 1.79132 0.64930
C 0.80378 1.58986 -0.36240
C 0.73784 0.26203 -1.12180
F 2.03066 -0.14169 -1.41577
C 0.03043 -0.88747 -0.40131
C -1.27717 -0.49681 0.31769
C -2.51029 -1.26962 -0.12995
C -3.72473 -1.07850 0.77656
N -4.78648 -1.97398 0.35186
N -1.51561 0.99339 0.17329
H -0.01449 1.47300 7.08173
H 0.08561 -0.01983 6.11415
H 0.45780 1.55246 5.36593
H -1.47373 3.20118 5.66410
H -2.99303 2.42709 5.18928
H -0.46624 2.80094 3.53557
H -1.46825 1.35505 3.29516
H -2.72422 4.15157 3.35491
H -3.42140 2.65564 2.80915
H -2.26021 4.64697 1.19071
H -2.85038 3.10867 0.68544
H 0.05207 3.66432 1.57736
H -0.53051 3.79871 -0.06902
H -0.05069 1.32681 1.60080
H 1.76408 1.64875 0.16379
H 0.80051 2.41002 -1.08975
H 0.25680 0.43478 -2.09359
H 0.72909 -1.32860 0.31797
H -0.18866 -1.66237 -1.14185
H -1.14522 -0.61951 1.40072
H -2.25459 -2.33604 -0.14387
H -2.76705 -0.99779 -1.16650
H -4.03934 -0.01737 0.77922
H -3.44590 -1.33814 1.80643
H -5.11778 -1.74154 -0.57872
H -5.58247 -1.93597 0.97546
H -2.35163 1.24379 0.70611
H -1.71302 1.22353 -0.80342
C 8.76498 2.41464 -2.36987
O 8.03221 2.40633 -1.16513
C 7.31382 3.59828 -0.92588
C 6.05940 3.32281 -0.13194
O 5.03950 2.66471 -0.86674
C 5.19373 1.27580 -1.09578
C 4.84159 0.42251 0.09747
O 5.82389 0.48838 1.11121
C 5.30840 0.37829 2.41526
H 9.62623 3.08949 -2.31771
H 9.12396 1.40124 -2.53661
H 8.13596 2.71411 -3.21531
H 7.04648 4.08364 -1.87225
H 7.93187 4.29960 -0.34804
H 5.63083 4.29148 0.13533
H 6.30175 2.78569 0.78831
H 6.18961 1.02716 -1.46692
H 4.46637 1.03758 -1.87550
H 4.73417 -0.61550 -0.24267
H 3.86874 0.75135 0.48913
H 4.50005 1.10129 2.58471
H 6.12067 0.59304 3.10658
H 4.92691 -0.62897 2.62291
C -8.84288 5.00672 2.43033
O -8.32189 4.38215 1.27678
C -7.28002 5.10485 0.65786
C -6.32211 4.17707 -0.05103
O -5.48807 3.41295 0.81635
C -6.09426 2.33432 1.50920
C -6.24894 1.07019 0.70186
O -7.19512 1.14507 -0.33456
C -6.79198 0.29492 -1.38294
H -9.42111 5.90240 2.18139
H -9.50055 4.28939 2.91622
H -8.04340 5.28763 3.12502
H -6.73268 5.70274 1.39718
H -7.69336 5.79266 -0.09248
H -5.62962 4.80402 -0.61680
H -6.85668 3.53377 -0.75259
H -7.03560 2.63635 1.96963
H -5.39753 2.07683 2.31231
H -6.51094 0.26178 1.40260
H -5.27195 0.82347 0.26048
H -5.74372 0.49328 -1.63870
H -7.41528 0.47756 -2.25521
H -6.88219 -0.75989 -1.09730
C 3.30760 -3.42449 -0.07073
O 4.66801 -3.74229 0.07180
C 5.25960 -3.25750 1.26761
C 6.34112 -4.18614 1.76414
O 5.85501 -5.39375 2.31438
C 5.45685 -6.41470 1.41730
C 6.60414 -7.16553 0.78482
O 7.25924 -6.37230 -0.18524
C 8.63536 -6.65116 -0.30891
H 3.15641 -2.35974 -0.29075
H 2.92190 -4.00828 -0.90559
H 2.73990 -3.68455 0.83255
H 4.49615 -3.14636 2.04928
H 5.71580 -2.27467 1.08998
H 6.83327 -3.67565 2.59575
H 7.08263 -4.36224 0.98204
H 4.77998 -6.03571 0.64731
H 4.90957 -7.12959 2.03583
H 6.19818 -8.07127 0.31292
H 7.30765 -7.47657 1.56601
H 9.13718 -6.61671 0.66436
H 9.06349 -5.88742 -0.95502
H 8.81315 -7.63405 -0.75940
C -4.59054 -0.77728 -6.34762
O -3.42049 -0.76619 -5.55833
C -3.48529 0.09955 -4.45138
C -2.64539 -0.41890 -3.30631
O -3.18734 -1.54408 -2.63629
C -3.12049 -2.80520 -3.29165
C -1.74866 -3.43482 -3.29426
O -0.87789 -2.76243 -4.17857
C 0.47576 -2.81529 -3.79469
H -4.71203 0.15591 -6.90762
H -4.49470 -1.59948 -7.05284
H -5.48286 -0.93717 -5.73207
H -4.52315 0.22167 -4.11452
H -3.10113 1.09272 -4.72693
H -2.63185 0.37497 -2.55020
H -1.61921 -0.60041 -3.63474
H -3.52003 -2.74682 -4.30498
H -3.76953 -3.45793 -2.70398
H -1.86279 -4.48252 -3.60362
H -1.33917 -3.42777 -2.27509
H 0.60787 -2.48798 -2.75522
H 1.02490 -2.14338 -4.45082
H 0.89142 -3.82345 -3.89595


Record 3
82
Properties=species:S:1:pos:R:3 method="wB97M-V/def2-TZVPD" e_lumo_ev=3.776 homo_lumo_gap_ev=4.8 e_above_lowest_kcal_mol=2.08 total_charge=-2 mol_weight_da=1068.25 homo_ev=-1.1 e_tot_ha=-13092.2314
Ca -1.14535 -0.49042 -0.20906
C 1.30175 2.00448 2.82551
C 2.65496 1.86665 2.57031
C 3.06261 1.20843 1.42379
C 2.10970 0.68465 0.55207
N 0.79571 0.80118 0.81674
C 0.41398 1.45200 1.91319
C 2.51513 -0.06252 -0.64552
C 3.47698 -1.06796 -0.56687
C 3.59197 -2.04398 -1.52482
C 2.61946 -2.05100 -2.54742
C 1.71115 -1.05767 -2.65858
N 1.74593 0.05608 -1.80646
H 0.92431 2.53872 3.68545
H 3.39069 2.28950 3.24480
H 4.11303 1.11662 1.17650
H -0.65982 1.55314 2.04800
H 4.07910 -1.10891 0.33261
H 4.31239 -2.84394 -1.43284
H 2.56359 -2.86538 -3.25786
H 0.94426 -1.00955 -3.41734
C -2.51687 -3.62049 -3.25073
C -1.47571 -3.10956 -2.27405
O -1.35757 -1.89279 -2.16631
C -0.65212 -4.03815 -1.50679
C -0.75615 -5.42705 -1.71390
C 0.04941 -6.33305 -1.06871
C 1.02185 -5.84005 -0.17290
C 1.15554 -4.50160 0.06209
C 0.31369 -3.51599 -0.56508
O 0.45677 -2.28696 -0.27877
H -3.04620 -2.75432 -3.64473
H -3.22827 -4.27468 -2.74441
H -2.05826 -4.18694 -4.06346
H -1.49976 -5.79139 -2.41298
H -0.05573 -7.39593 -1.24466
H 1.67683 -6.53626 0.34241
H 1.90381 -4.12476 0.75045
C -4.03038 -2.46349 1.27376
C -2.74735 -2.59222 2.01331
N -1.59581 -2.04839 1.68546
C -0.69177 -2.40083 2.65903
C -1.30729 -3.15842 3.60358
N -2.61343 -3.27822 3.17681
H -3.86962 -2.46155 0.19567
H -4.49288 -1.49801 1.48935
H -4.71755 -3.27442 1.52023
H 0.34071 -2.10007 2.59777
H -0.94918 -3.62389 4.50447
H -3.35688 -3.77012 3.63651
Se -5.16616 3.76927 -0.80143
Sb -4.35002 1.47259 -0.89379
Se -5.99774 -0.31370 -1.21065
Se -2.49515 1.12355 -2.50699
Se -3.13869 1.04210 1.25282
C 3.15364 2.57107 -1.92483
C 1.61544 2.57477 -1.90428
C 1.13862 3.33588 -3.16559
C 1.08077 1.16850 -2.11699
C 1.04812 3.38609 -0.72393
C -0.33317 3.40104 -0.51185
C -0.91515 4.26448 0.40121
C -0.10908 5.13104 1.13291
C 1.26527 5.10068 0.96422
C 1.84390 4.23676 0.03674
H 3.51461 1.87767 -2.68744
H 3.60233 2.29974 -0.97017
H 3.50851 3.56985 -2.18706
H 1.56463 2.88304 -4.06516
H 1.44706 4.38185 -3.10883
H 0.04964 3.29327 -3.23040
H 0.32062 1.02399 -2.87168
H -0.97542 2.75301 -1.10231
H -1.99538 4.24249 0.50849
H -0.55434 5.84894 1.81286
H 1.89721 5.76486 1.54486
H 2.91955 4.24344 -0.08362
Cl -0.77562 4.13484 6.07278
C -1.70925 4.71630 4.64769
Cl -2.34170 3.41191 3.67314
H -1.01407 5.30135 4.05714
H -2.52039 5.31882 5.03658